The molecule C22H30N2O5, computed with wB97M-V/def2-TZVPD.

XYZ file:
```
59
Properties=species:S:1:pos:R:3
C 1.496 3.253 3.309
C 0.490 2.112 3.215
C 0.926 0.919 4.060
C -0.080 -0.233 4.083
C -0.290 -0.911 2.725
O -1.115 -0.061 1.916
C -1.755 -0.606 0.894
O -1.675 -1.750 0.541
C -2.680 0.422 0.230
N -2.594 0.281 -1.209
C -1.345 0.331 -1.725
O -0.372 0.580 -1.036
C -1.249 0.115 -3.223
O -2.189 -0.803 -3.728
C -3.460 -0.624 -3.266
C -4.519 -1.050 -4.053
C -5.821 -0.866 -3.623
C -6.066 -0.233 -2.417
C -5.014 0.175 -1.616
C -3.702 -0.044 -2.014
C 1.073 -1.265 2.101
O 1.795 -2.060 2.669
N 1.390 -0.615 0.978
C 2.615 -0.862 0.244
C 2.307 -1.570 -1.076
C 3.587 -1.797 -1.873
C 4.294 -0.472 -2.138
C 4.605 0.234 -0.821
C 3.325 0.465 -0.024
H 1.597 3.593 4.337
H 2.473 2.927 2.961
H 1.179 4.096 2.698
H -0.488 2.458 3.558
H 0.390 1.809 2.173
H 1.885 0.545 3.696
H 1.075 1.253 5.091
H 0.284 -1.000 4.766
H -1.048 0.125 4.442
H -0.819 -1.863 2.863
H -2.379 1.427 0.540
H -3.696 0.213 0.562
H -1.366 1.094 -3.718
H -0.261 -0.282 -3.466
H -4.298 -1.522 -4.996
H -6.641 -1.201 -4.238
H -7.079 -0.060 -2.090
H -5.228 0.670 -0.682
H 0.716 -0.033 0.500
H 3.235 -1.504 0.878
H 1.812 -2.521 -0.870
H 1.618 -0.945 -1.649
H 3.351 -2.291 -2.818
H 4.251 -2.455 -1.308
H 5.218 -0.646 -2.694
H 3.651 0.167 -2.747
H 5.095 1.190 -1.017
H 5.290 -0.380 -0.234
H 3.555 0.955 0.924
H 2.650 1.114 -0.587
```

* SMILES string: CCCC[C@@H](OC(=O)CN1C(=O)COc2ccccc21)C(=O)NC1CCCCC1

=====

A structure of composition C22H30N2O6PtS3, computed with wB97M-V/def2-TZVPD.

XYZ file:
```
64
Properties=species:S:1:pos:R:3
Pt 0.818 -0.071 1.162
C 4.041 -0.184 -0.919
C 3.403 -0.031 0.435
C 2.913 1.284 0.846
C 3.118 2.444 -0.082
C 2.401 1.517 2.138
C 2.247 2.915 2.682
C 2.106 0.407 2.936
C 1.529 0.574 4.314
C 2.528 -0.897 2.505
C 2.264 -2.071 3.397
C 3.324 -1.076 1.308
C 4.011 -2.389 1.052
H 5.053 0.230 -0.921
H 3.481 0.350 -1.685
H 4.098 -1.224 -1.221
H 4.171 2.743 -0.064
H 2.515 3.303 0.195
H 2.884 2.183 -1.112
H 1.261 3.335 2.472
H 2.992 3.579 2.250
H 2.390 2.927 3.758
H 2.318 0.433 5.057
H 0.760 -0.169 4.513
H 1.085 1.551 4.461
H 2.934 -2.034 4.260
H 2.411 -3.014 2.881
H 1.244 -2.054 3.774
H 3.353 -3.083 0.523
H 4.308 -2.863 1.984
H 4.907 -2.252 0.452
O -0.971 -0.799 2.193
S -1.935 -0.059 1.331
O -3.105 0.460 1.942
O -1.117 1.003 0.665
C -2.518 -1.203 0.041
C -3.898 -1.347 0.026
C -4.529 -2.183 -0.893
C -3.788 -2.893 -1.814
C -2.401 -2.792 -1.805
C -1.767 -1.962 -0.890
S -0.011 -1.953 -1.041
O 0.402 -2.735 -2.149
O 0.570 -2.301 0.230
O 0.362 -0.371 -1.289
H -4.476 -0.802 0.759
H -5.607 -2.277 -0.872
H -4.272 -3.539 -2.534
H -1.797 -3.376 -2.487
S 0.002 1.069 -2.005
C -1.710 1.185 -2.434
N -2.256 2.345 -2.150
C -3.603 2.736 -2.605
C -3.997 1.885 -3.798
C -3.773 0.418 -3.467
N -2.369 0.237 -3.054
H -1.718 3.004 -1.605
H -3.583 3.794 -2.856
H -4.298 2.599 -1.775
H -3.403 2.163 -4.670
H -5.044 2.059 -4.040
H -3.950 -0.216 -4.333
H -4.430 0.092 -2.662
H -1.880 -0.605 -3.313
```

* charge: +2

=====

The molecule C22H30N4O, computed with wB97M-V/def2-TZVPD.

XYZ file:
```
57
Properties=species:S:1:pos:R:3
C -2.755 -2.879 -0.117
C -1.560 -2.004 0.107
C -1.436 -1.260 1.272
C -0.362 -0.411 1.454
C 0.620 -0.268 0.480
C 1.692 0.789 0.671
C 1.235 2.084 -0.060
N -0.133 2.412 0.270
C -1.130 1.863 -0.510
O -0.948 1.550 -1.664
N -2.339 1.787 0.143
C -3.483 1.093 -0.257
C -3.633 0.547 -1.527
C -4.791 -0.145 -1.834
C -5.800 -0.296 -0.901
C -5.663 0.249 0.371
C -6.760 0.092 1.381
C -4.503 0.938 0.679
N 3.022 0.313 0.317
C 3.523 0.626 -1.007
C 4.741 -0.248 -1.292
N 5.783 0.043 -0.327
C 6.998 -0.688 -0.605
C 5.285 -0.226 1.008
C 4.052 0.628 1.287
C 0.512 -1.038 -0.669
C -0.559 -1.893 -0.848
H -3.097 -3.317 0.818
H -3.570 -2.282 -0.528
H -2.527 -3.676 -0.821
H -2.195 -1.339 2.039
H -0.289 0.157 2.375
H 1.714 1.026 1.744
H 1.883 2.921 0.212
H 1.253 1.942 -1.141
H -0.318 2.503 1.259
H -2.362 2.099 1.103
H -2.844 0.658 -2.250
H -4.903 -0.572 -2.820
H -6.699 -0.839 -1.155
H -6.448 0.452 2.359
H -7.051 -0.953 1.470
H -7.639 0.657 1.071
H -4.383 1.364 1.668
H 2.757 0.429 -1.756
H 3.832 1.682 -1.087
H 5.121 -0.029 -2.293
H 4.439 -1.311 -1.252
H 7.352 -0.423 -1.601
H 7.759 -0.405 0.121
H 6.860 -1.780 -0.561
H 6.069 0.018 1.730
H 5.013 -1.291 1.129
H 3.686 0.399 2.290
H 4.342 1.693 1.246
H 1.264 -0.970 -1.436
H -0.628 -2.471 -1.758
```

* SMILES string: Cc1ccc([C@H](CNC(=O)Nc2cccc(C)c2)N2CCN(C)CC2)cc1

=====

A structure of composition C22H30N4O3, computed with wB97M-V/def2-TZVPD.

XYZ file:
```
59
C22H30N4O3 | the OMol25 dataset | wB97M-V/def2-TZVPD
C -0.052 3.404 -5.792
H 0.168 2.754 -6.715
O 0.771 2.573 -4.732
C 0.684 3.059 -3.589
C 0.017 4.093 -3.320
C -0.055 4.626 -1.880
C 0.557 3.941 -0.962
C 1.579 2.695 -1.369
C 1.517 2.390 -2.711
H 1.933 1.463 -3.039
C 2.421 2.062 -0.242
N 1.794 1.813 0.888
C 0.468 0.730 0.619
C -0.288 0.936 2.184
H -0.429 1.895 2.255
H -1.374 0.499 1.994
C 0.409 0.301 3.166
N 0.893 -0.974 3.117
C 0.542 -2.217 2.705
C 1.193 -3.112 3.020
C 2.332 -2.633 3.683
N 2.026 -1.131 3.923
H 3.101 -3.032 4.333
H 1.021 -4.084 2.755
N -0.398 -2.212 1.830
C -1.310 -3.366 1.403
O -1.081 -4.505 1.498
C -2.369 -2.941 0.543
H -3.166 -2.070 0.862
C -3.422 -4.211 0.131
H -2.731 -5.061 0.597
H -4.231 -4.169 0.479
C -3.399 -4.308 -1.357
C -2.121 -3.745 -1.972
H -1.297 -4.405 -1.721
C -1.859 -2.425 -0.765
H -2.414 -1.764 -1.381
H -1.109 -2.006 -0.774
H -2.041 -3.404 -2.885
H -4.211 -3.524 -1.734
H -3.717 -5.359 -1.696
H -1.189 -1.045 1.558
C 1.767 1.337 3.236
C 2.431 1.254 1.845
H 3.498 2.001 1.979
H 2.838 0.083 1.787
H 2.360 0.798 4.062
H 1.354 2.130 3.538
H 0.118 0.438 4.229
H -0.118 1.393 -0.041
H 0.852 -0.189 0.573
H 3.300 2.462 -0.140
H 2.683 0.797 -0.714
O 0.591 4.182 0.433
H 0.991 3.434 0.997
H -0.637 5.550 -1.276
H -0.548 4.824 -3.911
H 0.375 4.525 -5.957
H -1.018 3.455 -5.549
```

=====

The molecule C22H30N6O2, computed with wB97M-V/def2-TZVPD.

XYZ file:
```
60
Properties=species:S:1:pos:R:3
C -5.394 -0.203 2.865
C -5.036 -0.395 1.433
C -5.884 -0.702 0.358
C -5.064 -0.764 -0.750
C -5.395 -1.050 -2.170
N -3.810 -0.509 -0.311
C -2.598 -0.412 -1.077
C -2.003 1.015 -0.997
C -0.864 1.139 -2.006
N -1.602 1.413 0.345
C -0.569 0.607 0.997
C 0.795 0.879 0.468
C 1.790 0.035 -0.012
C 1.600 -1.405 -0.274
O 0.464 -1.857 -0.409
N 2.681 -2.205 -0.392
C 4.062 -1.865 -0.141
C 4.553 -2.655 1.078
O 4.389 -4.043 0.892
C 3.037 -4.367 0.655
C 2.495 -3.631 -0.574
N 2.918 0.742 -0.288
C 2.646 1.999 0.003
C 3.464 3.143 -0.108
C 4.863 2.981 -0.606
C 2.921 4.345 0.256
C 1.589 4.435 0.721
C 0.815 3.324 0.826
N 1.346 2.124 0.479
N -3.788 -0.281 1.007
H -4.493 -0.021 3.445
H -5.896 -1.089 3.252
H -6.069 0.645 2.978
H -6.944 -0.857 0.390
H -5.134 -0.207 -2.811
H -4.860 -1.931 -2.525
H -6.462 -1.235 -2.260
H -2.822 -0.653 -2.116
H -1.861 -1.130 -0.706
H -2.794 1.727 -1.274
H -0.160 0.322 -1.884
H -0.346 2.085 -1.872
H -1.261 1.104 -3.018
H -2.434 1.335 0.929
H -0.587 0.891 2.057
H -0.752 -0.471 0.936
H 4.156 -0.792 0.013
H 4.652 -2.158 -1.017
H 5.621 -2.494 1.237
H 3.998 -2.328 1.971
H 3.003 -5.447 0.506
H 2.428 -4.101 1.533
H 1.430 -3.826 -0.704
H 3.045 -3.950 -1.466
H 5.314 3.947 -0.817
H 4.865 2.369 -1.505
H 5.464 2.464 0.141
H 3.511 5.246 0.183
H 1.183 5.397 0.990
H -0.215 3.321 1.144
```

* SMILES string: Cc1cc(C)n(C[C@H](C)NCc2c(C(=O)N3CCOCC3)nc3c(C)cccn23)n1

=====

A cluster of 12 separate species, C22H31BCl33FN4O in total, computed with wB97M-V/def2-TZVPD.

XYZ file:
```
93
Properties=species:S:1:pos:R:3
C -2.847 3.322 2.227
C -1.602 2.444 2.919
N -1.978 1.023 3.254
C -1.566 0.009 2.221
C -1.577 0.604 0.655
N -1.584 1.353 -0.423
C -2.794 -1.128 2.183
C -3.229 -1.710 3.639
C -4.726 -1.099 4.066
F -2.232 -1.594 4.721
C -0.083 -0.655 2.415
C -0.086 -2.316 2.509
N -0.467 -3.558 2.497
B 0.786 -0.122 3.698
O 2.082 0.593 3.413
N 0.430 -0.256 5.168
C 0.388 1.097 5.850
C 1.321 -1.245 5.887
H -3.144 2.866 1.179
H -3.780 3.118 2.940
H -2.604 4.472 2.187
H -0.583 2.572 2.341
H -1.425 2.988 3.968
H -3.032 1.056 3.393
H -2.596 -1.961 1.351
H -3.733 -0.519 1.766
H -3.426 -2.879 3.493
H -5.521 -1.803 3.522
H -4.911 -0.019 3.655
H -4.929 -1.227 5.216
H 0.572 -0.417 1.445
H 2.315 0.455 2.428
H -0.560 1.078 6.564
H 0.185 1.988 5.085
H 1.331 1.328 6.518
H 2.336 -1.479 5.349
H 0.715 -2.262 5.984
H 1.456 -0.858 7.005
Cl 1.637 4.202 2.301
C 3.382 4.017 2.543
Cl 4.267 4.508 1.088
Cl 3.920 4.957 3.945
H 3.593 2.961 2.734
Cl -2.072 -2.605 -2.568
C -2.159 -3.975 -1.448
Cl -3.634 -3.887 -0.470
Cl -2.090 -5.508 -2.334
H -1.297 -3.927 -0.777
Cl -3.992 -2.222 -6.053
C -2.306 -1.702 -6.219
Cl -2.012 -1.055 -7.842
Cl -1.903 -0.496 -4.986
H -1.662 -2.573 -6.073
Cl 2.945 0.893 -0.553
C 3.588 1.770 -1.952
Cl 4.733 0.757 -2.848
Cl 2.271 2.306 -3.009
H 4.120 2.653 -1.589
Cl -5.089 7.357 1.857
C -5.031 6.260 3.248
Cl -5.906 4.761 2.894
Cl -3.352 5.911 3.694
H -5.517 6.752 4.094
Cl -2.122 -8.222 -3.512
C -3.661 -9.099 -3.463
Cl -3.391 -10.839 -3.659
Cl -4.517 -8.769 -1.947
H -4.282 -8.752 -4.292
Cl -5.939 0.174 -0.353
C -5.246 1.109 -1.689
Cl -4.499 0.032 -2.881
Cl -6.488 2.117 -2.453
H -4.471 1.766 -1.285
Cl 6.320 3.442 -7.520
C 6.234 2.072 -6.400
Cl 4.759 2.160 -5.422
Cl 6.302 0.539 -7.286
H 7.095 2.120 -5.729
Cl 2.226 -4.700 5.110
C 2.911 -5.124 6.689
Cl 3.971 -3.831 7.274
Cl 1.620 -5.447 7.859
H 3.507 -6.032 6.573
Cl 9.973 1.281 -7.559
C 10.085 -0.099 -8.665
Cl 10.397 0.454 -10.320
Cl 11.349 -1.221 -8.135
H 9.128 -0.628 -8.654
Cl 2.859 5.001 -9.897
C 2.772 3.631 -8.777
Cl 1.298 3.719 -7.799
Cl 2.841 2.098 -9.663
H 3.634 3.680 -8.107
```

* SMILES string: CCN[C@](C#N)(C[C@H](C)F)[C@H](C#N)B(O)N(C)C.ClC(Cl)Cl.ClC(Cl)Cl.ClC(Cl)Cl.ClC(Cl)Cl.ClC(Cl)Cl.ClC(Cl)Cl.ClC(Cl)Cl.ClC(Cl)Cl.ClC(Cl)Cl.ClC(Cl)Cl.ClC(Cl)Cl

=====

A structure of composition C22H31BeF4N2O3P, computed with wB97M-V/def2-TZVPD.

XYZ file:
```
64
C22H31BeF4N2O3P | the OMol25 dataset | wB97M-V/def2-TZVPD
Be -1.394 0.761 1.074
C -3.891 1.189 2.272
N -2.618 1.822 1.904
C -2.870 3.050 1.136
C -1.808 2.122 3.109
C -0.370 2.469 2.684
N -0.113 1.696 1.483
C 0.529 2.280 0.437
C -0.004 2.039 -0.833
F -1.150 1.268 -0.827
C 0.515 2.523 -2.004
F -0.076 2.231 -3.167
C 1.640 3.332 -1.966
C 2.180 3.612 -0.725
F 3.273 4.384 -0.647
C 1.652 3.113 0.453
F 2.251 3.400 1.623
H -4.492 1.859 2.895
H -4.445 0.947 1.366
H -3.691 0.262 2.805
H -3.458 3.759 1.728
H -1.927 3.515 0.856
H -3.422 2.804 0.229
H -2.272 2.931 3.684
H -1.817 1.224 3.729
H -0.272 3.546 2.506
H 0.309 2.226 3.507
H 2.085 3.720 -2.869
C -2.564 -3.609 1.599
C -2.845 -2.980 0.394
C -2.455 -1.661 0.191
C -1.766 -0.923 1.162
C -1.477 -1.603 2.354
C -1.873 -2.917 2.582
H -2.874 -4.634 1.765
H -3.371 -3.517 -0.387
H -2.696 -1.201 -0.764
H -0.918 -1.099 3.140
H -1.635 -3.403 3.521
C 4.268 0.520 -2.112
C 4.078 -0.455 -0.970
O 3.060 -1.421 -1.272
P 1.529 -1.012 -0.838
O 0.913 -0.459 -2.235
C 0.086 -1.129 -3.196
C 0.816 -1.218 -4.518
O 0.861 -2.489 -0.854
C 0.951 -3.269 0.348
C 1.977 -4.369 0.186
H 5.077 1.218 -1.886
H 3.357 1.096 -2.281
H 4.509 -0.010 -3.033
H 3.817 0.075 -0.048
H 4.989 -1.025 -0.781
H -0.824 -0.533 -3.291
H -0.183 -2.115 -2.823
H 1.133 -0.227 -4.845
H 0.162 -1.639 -5.284
H 1.698 -1.851 -4.427
H -0.047 -3.665 0.532
H 1.203 -2.617 1.191
H 1.699 -5.038 -0.628
H 2.047 -4.956 1.104
H 2.958 -3.948 -0.036
```

=====

no.,DFT total energy (eV)
1,-36520.6511
2,-74300.9195
3,-31309.7562
4,-35381.5004
5,-36337.1011
6,-447950.2995
7,-53002.2514